[1]
C2H2N4O | ωB97M-V/def2-TZVPD

Structure (ORCA input):
```
! RIJCOSX wB97M-V def2-TZVPD def2/J DEFGRID3
* xyz 0 1
H 1.63470 -0.68577 -2.07510
N 0.57616 -1.01227 -1.94991
C 0.20983 -0.46714 -0.86214
C -0.93933 -0.74961 -0.05905
N -1.25111 -0.10667 0.94200
O -0.47241 0.93672 1.27431
N 0.72198 0.99510 0.84777
N 1.08572 0.43689 -0.15703
H -1.40767 -1.69888 -0.37208
*
```

For the frontier orbital gap, the calculation gives 9.71 eV. The calculation puts the energy above the lowest of the compared OMol25 structures with the same formula, charge and spin at 76.9 kcal/mol. The SMILES is [H]/N=c1/cnonn1.

[2]
C8H14N3O3 | ωB97M-V/def2-TZVPD

Structure (ORCA input):
```
! RIJCOSX wB97M-V def2-TZVPD def2/J DEFGRID3
* xyz -1 1
H -4.42568 1.67492 -0.60795
N -4.02304 1.26488 -1.45383
C -3.12495 0.42038 -1.12862
C -2.74684 0.08236 0.28396
C -1.29251 -0.44557 0.49245
N -0.82875 -1.23133 -0.64006
C 0.47249 -0.92270 -1.17643
C 1.62828 -0.72461 -0.19982
O 1.94394 -1.51867 0.63388
N 2.37480 0.49343 -0.40430
C 1.82685 1.59922 0.40175
C 3.79741 0.28426 -0.14580
C -1.34023 -1.27137 1.81083
O -1.72353 -0.61022 2.80120
O -1.09785 -2.48506 1.71618
H -2.62345 -0.08480 -1.94978
H -2.82981 1.01203 0.84951
H -3.46303 -0.61153 0.72391
H -0.67538 0.44541 0.60636
H -0.93602 -2.21346 -0.42434
H 0.43990 -0.05037 -1.83488
H 0.78611 -1.76544 -1.80151
H 2.65794 2.19858 0.77210
H 1.22041 2.26018 -0.22029
H 1.24580 1.24697 1.25442
H 4.13144 -0.64635 -0.59698
H 4.35204 1.09939 -0.61728
H 4.04315 0.28071 0.92085
*
```

For the frontier orbital gap, the calculation gives 7.41 eV. The SMILES is [H]/N=C\C[C@H](NCC(=O)N(C)C)C(=O)[O-].

[3]
C40H40CrN8O7S3 | ωB97M-V/def2-TZVPD

Structure (ORCA input):
```
! RIJCOSX wB97M-V def2-TZVPD def2/J DEFGRID3
* xyz 0 5
Cr -0.61012 0.53077 -1.47680
C 5.93629 0.36367 -3.51182
C 4.64489 0.42136 -2.73696
C 4.44866 -0.36908 -1.61850
C 3.25475 -0.36433 -0.85204
C 3.19232 -1.17969 0.28846
N 2.17185 -1.32287 1.18844
C 2.49061 -1.89274 2.48856
C 1.28318 -2.00777 3.41919
C 0.65984 -3.40286 3.46044
N 0.22357 -3.86733 2.12982
C -0.52468 -3.14567 1.30386
C -1.37874 -2.10856 1.64295
C -1.98818 -1.87847 2.92133
C -2.53437 -0.67104 3.21478
C -3.23367 -0.40547 4.51847
C -2.41160 0.41004 2.28648
C -1.83328 0.24151 1.05983
C -0.92571 3.30224 0.56548
N -0.45244 3.66035 -0.54371
C -1.31997 4.40321 -1.42892
C -1.88132 3.56306 -2.58146
C -0.81974 2.94799 -3.48051
N 0.09236 2.04168 -2.77343
C 1.34571 2.12007 -3.00005
C 2.38347 1.27777 -2.44086
C 3.61155 1.25517 -3.13552
C 2.18474 0.48762 -1.29451
O 1.07187 0.53055 -0.59111
C -1.42605 -1.07779 0.65823
O -1.00189 -1.19599 -0.53386
H 6.72999 -0.09196 -2.91982
H 6.26701 1.36153 -3.80360
H 5.82613 -0.22373 -4.42591
H 5.25478 -1.01858 -1.29012
H 4.06542 -1.78597 0.50610
H 1.40332 -0.67003 1.10833
H 3.28055 -1.30983 2.97650
H 2.91491 -2.89130 2.31548
H 0.53150 -1.26563 3.15294
H 1.57892 -1.75390 4.43734
H -0.16989 -3.43181 4.16053
H 1.39316 -4.13538 3.79924
H 0.84884 -4.51448 1.67858
H -0.37715 -3.34352 0.24618
H -2.06704 -2.69568 3.62738
H -3.24741 -1.29195 5.15256
H -4.26584 -0.08829 4.35260
H -2.72919 0.39633 5.06240
H -2.74537 1.39540 2.58835
H -1.88488 3.69481 0.91322
H -0.72251 5.22444 -1.83790
H -2.16804 4.86362 -0.90363
H -2.51366 4.21115 -3.19152
H -2.52817 2.76501 -2.20508
H -0.24944 3.74183 -3.97586
H -1.29287 2.33611 -4.25284
H 1.69362 2.88527 -3.69946
H 3.73097 1.89374 -4.00489
N -4.38447 -4.34720 1.42227
C -4.23907 -3.37336 0.45289
C -4.80197 -2.10898 0.62908
C -4.67723 -1.14355 -0.35439
C -3.98644 -1.42880 -1.51999
C -3.42413 -2.68723 -1.71148
C -3.54813 -3.65210 -0.73528
S -3.77743 -0.18987 -2.74887
O -4.36387 1.01844 -2.24726
O -4.18656 -0.72335 -4.02582
N -2.17504 0.04846 -2.80403
C -1.31299 -0.67059 -3.55292
S -1.42224 -1.39890 -5.10952
C 0.27109 -1.79265 -5.00799
C 0.80250 -1.35634 -3.84700
N -0.10263 -0.74826 -3.01389
H -4.63052 -4.04054 2.34730
H -3.76482 -5.13707 1.38704
H -5.33137 -1.87975 1.54639
H -5.09201 -0.15452 -0.21215
H -2.88542 -2.90736 -2.62609
H -3.11403 -4.63466 -0.88333
H 0.76326 -2.33690 -5.79607
H 1.82864 -1.47233 -3.52914
O 0.52576 0.93411 4.24150
S 0.70163 2.32226 3.91737
O 0.76904 3.28146 4.97540
N -0.49640 2.74418 2.83033
C -0.00461 2.93409 1.66125
O -1.56432 1.19209 0.18902
C 1.48240 2.84999 1.54065
C 2.31790 3.00991 0.44576
C 3.68293 2.82750 0.62300
C 4.21402 2.51263 1.86864
C 3.38418 2.35563 2.97271
C 2.03232 2.52024 2.76910
H 1.89076 3.27221 -0.50877
H 4.34361 2.93283 -0.22849
H 5.28414 2.39423 1.98013
H 3.77994 2.10944 3.94929
*
```

For the frontier orbital gap (spin up / spin down), the calculation gives 5.32 / 7.05 eV. The calculation puts the energy above the lowest of the compared OMol25 structures with the same formula, charge and spin at 0.0 kcal/mol. As for the expectation value of S²: 6.066.

| no. | maximum force (eV/A) | electronic energy (eV) |
| --- | --- | --- |
| 1 | 4.57 | -10108.96954 |
| 2 | 0.76 | -19136.54469 |
| 3 | 2.21 | -129311.00200 |